# 1
Molecular formula: C47H49CuGeN9O4S
Method: DFT, ωB97M-V with the def2-TZVPD basis set

Geometry as XYZ:
```
112
Properties=species:S:1:pos:R:3
Cu -1.490 -0.653 -0.220
N 5.358 1.121 -6.017
C 4.884 0.954 -4.744
C 3.536 1.215 -4.450
C 3.047 1.014 -3.181
C 3.902 0.561 -2.179
C 5.234 0.272 -2.457
C 5.724 0.478 -3.730
S 3.290 0.179 -0.592
O 4.188 -0.769 0.026
O 3.033 3.191 -1.372
N 1.762 -0.126 -0.580
C 1.338 -1.294 -1.151
N 0.099 -1.702 -0.787
C -0.277 -2.925 -1.196
C 0.517 -3.724 -1.989
C 1.710 -3.157 -2.413
N 2.115 -1.967 -2.006
H 4.808 1.643 -6.675
H 6.350 1.134 -6.168
H 2.879 1.576 -5.231
H 2.006 1.210 -2.955
H 5.874 -0.117 -1.678
H 6.761 0.260 -3.952
H -1.262 -3.241 -0.875
H 0.207 -4.713 -2.288
H 2.360 -3.670 -3.114
C -4.039 0.717 -0.577
N -2.733 0.950 0.099
C -3.002 1.122 1.556
N -3.926 2.211 1.811
C -5.179 1.930 1.108
N -4.979 1.798 -0.339
C -4.387 3.046 -0.835
N -3.117 3.344 -0.174
C -2.196 2.245 -0.405
C -3.357 3.449 1.267
H -4.444 -0.223 -0.208
H -3.852 0.624 -1.649
H -2.050 1.323 2.053
H -3.417 0.192 1.946
H -5.883 2.741 1.297
H -5.600 0.999 1.496
H -5.084 3.866 -0.654
H -4.220 2.959 -1.910
H -1.254 2.440 0.105
H -1.997 2.143 -1.472
H -4.052 4.269 1.455
H -2.413 3.665 1.771
C -3.634 -6.214 0.326
O -4.319 -4.987 0.118
C -4.194 -4.387 -1.084
C -3.376 -4.841 -2.112
C -3.349 -4.177 -3.330
C -4.144 -3.063 -3.547
C -4.958 -2.605 -2.524
C -4.969 -3.242 -1.295
N -5.863 -2.762 -0.298
C -5.746 -2.620 1.018
C -4.642 -2.588 1.865
C -4.926 -2.704 3.266
C -3.940 -2.741 4.194
C -2.588 -2.644 3.760
C -2.267 -2.480 2.450
C -3.278 -2.395 1.432
O -2.986 -2.089 0.240
H -3.950 -6.570 1.302
H -2.552 -6.061 0.330
H -3.901 -6.946 -0.438
H -2.765 -5.721 -1.967
H -2.709 -4.549 -4.119
H -4.136 -2.557 -4.502
H -5.581 -1.729 -2.666
H -6.785 -2.563 -0.658
H -6.712 -2.492 1.498
H -5.962 -2.789 3.573
H -4.168 -2.844 5.245
H -1.796 -2.685 4.498
H -1.236 -2.373 2.131
C 1.217 5.069 -3.005
Ge 0.771 3.626 -1.710
C 0.588 4.737 -0.064
C 0.274 4.055 1.115
C 0.059 4.725 2.313
C 0.146 6.108 2.347
C 0.453 6.811 1.189
C 0.676 6.130 0.001
C 3.472 3.017 -0.238
C 3.303 1.686 0.466
C 4.197 1.464 1.648
C 4.850 2.468 2.221
C 4.783 3.835 1.715
C 5.396 4.886 2.390
C 5.322 6.175 1.890
C 4.649 6.438 0.699
C 4.054 5.402 0.008
C 4.105 4.104 0.518
H 2.098 5.637 -2.700
H 0.371 5.760 -3.060
H 1.400 4.667 -4.001
H 0.207 2.970 1.099
H -0.175 4.174 3.216
H -0.027 6.641 3.274
H 0.521 7.891 1.216
H 0.922 6.699 -0.888
H 2.256 1.703 0.805
H 4.253 0.459 2.039
H 5.453 2.286 3.102
H 5.931 4.687 3.310
H 5.798 6.984 2.428
H 4.592 7.448 0.319
H 3.538 5.579 -0.924
```

Its total charge is +1. As for the maximum force: 0.477 eV/Å. The calculation puts the HOMO energy at -9.373 eV. As for the total energy: -183118.8851 eV. The value obtained for the HOMO-LUMO gap is 6.60 eV.


# 2
Molecular formula: C2H10N3
Method: DFT, ωB97M-V with the def2-TZVPD basis set

Geometry as XYZ:
```
15
Properties=species:S:1:pos:R:3
C 2.639 0.176 -0.063
N 1.746 -1.034 0.280
H 3.703 -0.054 0.071
H 2.297 0.958 0.542
H 2.473 0.344 -1.109
H 1.907 -1.816 -0.363
H 1.986 -1.376 1.254
H 0.553 -0.632 0.240
N -2.719 0.715 -0.049
C -1.673 -0.014 -0.328
N -0.445 0.235 0.077
H -3.613 0.346 -0.381
H -2.893 1.668 0.204
H -1.761 -0.880 -0.939
H -0.516 1.061 0.676
```

Its total charge is +1. As for the maximum force: 3.574 eV/Å. The calculation puts the HOMO energy at -14.356 eV. As for the total energy: -6700.0860 eV. The value obtained for the HOMO-LUMO gap is 11.61 eV.


# 3
Molecular formula: C19H21N3O7PmSe
Method: DFT, ωB97M-V with the def2-TZVPD basis set

Geometry as XYZ:
```
52
Properties=species:S:1:pos:R:3
Pm -0.223 -0.603 0.365
C -1.197 0.967 3.268
O -1.676 0.218 2.150
C -2.948 0.659 1.665
C -3.608 -0.538 0.949
O -2.612 -1.274 0.227
C -2.583 -2.679 0.489
C -1.801 -3.004 1.776
O -0.453 -2.530 1.703
C 0.519 -3.535 1.400
H -1.158 2.039 3.045
H -1.838 0.796 4.140
H -0.190 0.597 3.474
H -3.581 0.998 2.495
H -2.813 1.494 0.956
H -4.108 -1.183 1.679
H -4.356 -0.172 0.232
H -3.602 -3.075 0.562
H -2.081 -3.120 -0.381
H -2.255 -2.484 2.632
H -1.829 -4.083 1.968
H 0.422 -4.380 2.090
H 0.424 -3.886 0.365
H 1.504 -3.084 1.560
O -0.126 -0.555 -3.365
C 0.326 -1.133 -2.379
O -0.363 -1.757 -1.512
C 1.791 -0.938 -1.993
C 2.935 -0.806 -2.766
C 4.115 -0.458 -2.113
C 4.132 -0.244 -0.741
C 2.937 -0.372 -0.044
N 1.818 -0.723 -0.675
C 2.670 -0.041 1.455
O 3.588 0.229 2.192
O 1.417 -0.069 1.740
H 2.909 -0.971 -3.833
H 5.024 -0.337 -2.679
H 5.033 0.030 -0.217
Se -2.029 0.857 -2.373
N -1.014 1.128 -0.954
C -0.213 2.190 -1.225
C 0.785 2.673 -0.365
C 1.493 3.779 -0.763
C 1.256 4.391 -2.009
C 0.291 3.932 -2.868
C -0.475 2.818 -2.483
N -1.461 2.243 -3.191
H 0.972 2.170 0.588
H 2.240 4.201 -0.108
H 1.859 5.240 -2.293
H 0.131 4.383 -3.833
```

Its total charge is +1. As for the maximum force: 2.161 eV/Å. Its spin multiplicity is 5. The calculation puts the HOMO energy (alpha / beta) at -11.733 / -11.733 eV. As for the total energy: -120743.9375 eV. The value obtained for the HOMO-LUMO gap (alpha / beta) is 7.91 / 7.91 eV.


# 4
Molecular formula: C14H24FeN2O10P
Method: DFT, ωB97M-V with the def2-TZVPD basis set

Geometry as XYZ:
```
52
Properties=species:S:1:pos:R:3
Fe 0.005 0.873 0.950
N 2.364 0.516 1.585
C 3.341 1.412 0.958
C 2.804 2.841 0.863
C 1.827 2.947 -0.353
O 2.263 3.333 -1.420
O 0.640 2.594 -0.083
H 2.323 0.713 2.583
H 2.639 -0.456 1.472
H 3.548 1.042 -0.049
H 4.285 1.418 1.525
H 3.620 3.544 0.702
H 2.255 3.095 1.771
O -1.489 -1.182 6.881
C -1.168 -0.803 5.783
C -0.873 0.632 5.382
O -0.965 1.597 6.111
C -0.533 0.591 3.948
C -0.686 -0.754 3.441
O -0.567 -1.005 2.217
C -1.025 -1.670 4.543
O -1.141 -2.877 4.515
O -0.176 1.529 3.197
N -2.339 1.696 1.050
H -2.213 2.443 1.724
H -3.052 1.068 1.399
H -2.654 2.107 0.179
C -2.852 0.269 -3.534
C -1.336 0.370 -3.507
O -0.791 -0.672 -2.715
P -0.384 -0.499 -1.132
O 1.210 -0.246 -1.172
C 2.054 -0.890 -2.144
C 2.321 0.031 -3.325
O -0.368 -2.078 -0.813
C -1.619 -2.751 -0.690
C -1.800 -3.723 -1.842
H -3.279 1.024 -4.187
H -3.250 0.398 -2.531
H -3.149 -0.711 -3.899
H -1.010 1.342 -3.129
H -0.935 0.224 -4.516
H 1.578 -1.819 -2.474
H 2.990 -1.125 -1.626
H 1.387 0.282 -3.819
H 2.978 -0.458 -4.041
H 2.778 0.958 -2.988
H -2.434 -2.020 -0.682
H -1.602 -3.268 0.270
H -1.778 -3.185 -2.786
H -2.749 -4.243 -1.749
H -0.995 -4.452 -1.839
```

As for the maximum force: 2.779 eV/Å. Its spin multiplicity is 6. The calculation puts the HOMO energy (alpha / beta) at -8.931 / -8.925 eV. As for the total energy: -82040.1488 eV. The value obtained for the HOMO-LUMO gap (alpha / beta) is 8.06 / 6.08 eV.


# 5
Molecular formula: C7H12
Method: DFT, ωB97M-V with the def2-TZVPD basis set

Geometry as XYZ:
```
19
Properties=species:S:1:pos:R:3
C -2.995 0.736 0.335
C -2.089 0.072 -0.706
C -0.657 0.010 -0.190
C 0.372 -0.671 -1.106
C 1.681 -0.546 -0.454
C 2.626 -0.316 0.259
C 3.718 -0.001 1.180
H -3.275 0.031 1.125
H -2.473 1.572 0.818
H -3.915 1.132 -0.105
H -2.458 -0.936 -0.939
H -2.115 0.637 -1.647
H -0.635 -0.499 0.782
H -0.307 1.033 -0.003
H 0.114 -1.726 -1.267
H 0.384 -0.195 -2.095
H 3.311 0.460 2.087
H 4.428 0.704 0.736
H 4.267 -0.899 1.479
```

As for the maximum force: 0.532 eV/Å. Its SMILES is CC#CCCCC. The calculation puts the HOMO energy at -9.309 eV. As for the total energy: -7452.0627 eV. The value obtained for the HOMO-LUMO gap is 10.38 eV.


# 6
Molecular formula: O2S4
Method: DFT, ωB97M-V with the def2-TZVPD basis set

Geometry as XYZ:
```
6
Properties=species:S:1:pos:R:3
O -1.217 -0.841 -1.027
O 0.859 0.911 0.101
S 2.240 0.780 -0.294
S 3.103 -0.750 0.579
S -3.419 0.156 0.378
S -1.566 -0.255 0.263
```

As for the maximum force: 3.144 eV/Å. The calculation puts the HOMO energy (alpha / beta) at -9.931 / -9.931 eV. As for the total energy: -47434.1206 eV. The value obtained for the HOMO-LUMO gap (alpha / beta) is 7.58 / 7.57 eV.


Q: Number 6 is which compound?
A: O2S4